Below is a cluster of 2 separate species, C3H5NO2 in total, with properties calculated with the ωB97M-V functional and the def2-TZVPD basis.

```
11
Properties=species:S:1:pos:R:3:mulliken_charge:R:1
C 1.74564 -0.91785 -0.97585 -0.7091
C -1.88723 0.54158 1.58867 -0.1231
H 2.43132 -0.21221 -1.45220 0.3059
H 2.27507 -1.45411 -0.18700 0.2288
H -0.89620 0.04365 1.58666 0.2512
C -0.08191 0.70200 -0.71741 0.7157
H 1.39951 -1.64272 -1.71858 0.2884
O -2.90890 -0.06277 1.38391 -0.4104
N 0.62635 -0.21804 -0.40264 -0.3152
O -0.83655 1.58833 -0.88700 -0.4790
H -1.86710 1.63215 1.78144 0.2468
```

As for the total charge: 0. As for the energy relative to the best compared isomer or geometry (same formula, charge and spin): 169.4 kJ/mol. Its SMILES is CN=C=O.C=O. The calculation puts the gap between HOMO and LUMO at 10.417 eV. The highest occupied orbital energy comes out at -0.363 Eh.